Record 1
Molecular formula: C22H29GeN3STi
Method: DFT, the ωB97M-V functional and the def2-TZVPD basis

Properties
Lowest unoccupied orbital energy in eV: -7.6
Total charge: +2
ΔE to the lowest compared entry with this formula, charge and spin in eV: 0.271

```
57
Properties=species:S:1:pos:R:3:lowdin_charge:R:1
H 11.01345 13.43194 9.34758 0.08
H 9.64764 13.59113 8.20815 0.11
H 10.73142 4.87510 5.47682 0.04
H 9.94496 10.02190 12.95124 0.14
H 9.00003 4.40598 5.36377 0.05
H 13.20448 13.54766 7.33200 0.09
H 15.01475 7.04027 4.91692 0.12
S 13.48839 6.35664 7.40692 1.06
C 13.28881 8.06312 9.32720 -0.31
C 15.37360 8.14857 8.10423 -0.24
H 11.79568 8.39588 6.39732 -0.01
C 12.50834 8.73112 10.40500 -0.16
Ti 10.69993 8.12479 8.17562 0.90
H 11.50640 11.86827 5.37568 0.09
C 9.73089 5.19972 5.15205 -0.20
H 9.13361 5.95471 8.50957 0.04
H 13.12514 12.42108 8.63112 0.09
C 11.39254 12.48175 7.36678 -0.63
H 9.92062 12.57944 5.76010 0.10
C 10.71238 9.66242 12.27384 0.01
C 10.97922 8.06686 5.69457 -0.21
H 7.92520 8.41872 4.32458 0.03
H 13.38362 11.76705 6.94931 0.09
N 14.65927 8.12688 9.32792 0.17
H 9.75086 5.39686 4.10248 0.03
H 10.68978 8.96688 5.24426 0.01
H 15.18910 8.50014 10.11299 0.16
C 16.43077 8.48954 5.58484 -0.06
C 12.90748 12.53850 7.55253 -0.03
C 7.69065 7.84386 5.21388 -0.17
C 9.10300 6.96076 8.02345 -0.33
C 15.37400 7.63192 5.75947 -0.07
H 14.00590 9.85842 11.49676 0.12
C 12.96325 9.58806 11.41730 0.05
C 10.98550 12.66138 5.90796 -0.02
Ge 9.25120 6.87329 5.95706 0.88
N 12.62338 7.46423 8.39648 -0.36
H 12.33200 10.70811 13.18058 0.14
C 16.51074 8.94641 7.92888 0.01
C 10.75935 13.52374 8.30506 -0.03
H 9.25124 8.70374 11.04521 0.14
H 11.08581 14.53408 7.99346 0.11
H 8.09089 7.37932 8.23904 0.04
C 14.85668 7.41258 7.03722 -0.43
H 16.95964 9.38720 8.83163 0.13
C 10.94908 11.14262 7.70163 -0.04
H 16.87999 8.57071 4.59828 0.13
C 10.47340 10.04364 8.02516 -0.06
H 6.90015 7.18825 4.92417 0.02
H 18.01659 9.57752 6.49783 0.13
N 11.17846 8.41578 10.28753 0.00
H 11.37000 13.58126 5.55070 0.09
C 10.31025 8.92744 11.16959 -0.06
C 17.08082 9.03024 6.67231 -0.05
C 12.03846 10.02832 12.37921 0.01
H 7.42081 8.58908 5.98427 0.04
H 11.56354 7.44909 5.00722 0.04
```

---

Record 2
Molecular formula: C22H29I2N5O2ReS2
Method: DFT, the ωB97M-V functional and the def2-TZVPD basis

Properties
Lowest unoccupied orbital energy (alpha / beta) in eV: -5.9 / -6.5
Total charge: +2
ΔE to the lowest compared entry with this formula, charge and spin in eV: 1.072
2S+1: 4

```
63
Properties=species:S:1:pos:R:3:lowdin_charge:R:1
H 0.54664 0.60336 -4.87252 0.10
S 0.65797 -2.73991 0.08466 0.68
C -3.34364 -0.34145 -0.92386 -0.01
H -4.35578 1.09573 -3.06111 0.10
H -0.11871 4.80966 1.02241 0.12
H 0.94635 0.34212 -3.15317 0.06
C 2.26403 -3.09754 3.77437 -0.12
H 6.51963 0.85740 -0.29897 0.19
H 2.49181 -1.01043 -1.05193 0.07
H 0.53197 -1.03692 -4.18792 0.11
H 0.98319 2.69541 0.33129 0.10
Re 0.26411 -0.46611 0.56338 1.21
C -1.64425 1.42060 1.79276 -0.15
H 3.05821 1.80723 -0.41210 0.11
C 4.68715 0.67376 -1.27900 -0.12
H -2.28707 4.72745 2.21465 0.08
H 5.36129 1.90806 0.27231 0.18
H -3.75298 0.33728 -0.17357 0.10
O -0.51915 -0.20713 -1.49393 -0.16
C 3.18882 0.91601 -1.03252 -0.22
C 2.09703 -5.28838 2.78801 -0.06
C -2.12430 0.09671 2.02580 -0.47
C -1.40770 0.11676 -2.32428 -0.45
C -1.79025 3.81707 1.91290 0.00
H -2.13103 0.95892 -5.28127 0.10
C -3.47097 1.47304 -2.54289 -0.03
C -4.05133 1.07314 3.12865 -0.20
C 0.32427 0.01665 -3.98391 -0.03
N -1.06262 0.20725 -3.62503 -0.12
N 2.50337 -0.21094 -0.41785 -0.10
C 2.46923 -4.46158 3.84707 -0.06
H -2.64060 -1.03645 -0.46709 0.08
H -4.16376 -0.91619 -1.35924 0.11
I -4.82545 3.98044 3.40967 0.97
H 4.84754 -0.36302 -1.58050 0.14
N -2.68247 0.40382 -1.96906 -0.13
H 2.25267 -6.35443 2.84468 0.11
C -3.33040 -0.04428 2.72217 -0.62
C 0.04464 2.67859 0.87186 -0.10
H -4.98955 0.92469 3.64258 0.09
C -3.60426 2.35180 2.86491 -0.64
C 1.52195 -4.74219 1.66222 -0.11
H 5.03957 1.32336 -2.08095 0.14
H 1.22627 -5.36365 0.83037 0.11
H -2.96287 -0.30010 -4.33642 0.10
H -3.81309 2.11595 -1.72435 0.10
S 1.60604 -0.78137 2.53279 0.63
H -1.61940 -0.72858 -5.39221 0.10
C 1.31695 -3.36217 1.56690 -0.66
H 5.31460 0.30042 0.70386 0.18
H 2.96570 -0.50814 0.44683 0.01
H 2.92345 -4.88775 4.72643 0.11
O -1.44240 -0.89285 1.56692 -0.30
H 2.71789 1.11688 -1.99774 0.12
C 1.69964 -2.52991 2.63520 -0.66
C -2.36813 2.56785 2.20605 -0.20
N -0.45846 1.48812 1.13750 -0.06
H 2.54080 -2.45304 4.59367 0.10
C -0.58652 3.86489 1.24935 -0.02
H -2.87171 2.06634 -3.22768 0.10
C -2.00266 0.03532 -4.71461 -0.02
I -4.01185 -1.99681 3.06181 0.99
N 5.52059 0.94923 -0.06836 0.20
```

---

Record 3
Molecular formula: C22H29N2O3
Method: DFT, the ωB97M-V functional and the def2-TZVPD basis

Properties
Lowest unoccupied orbital energy in eV: -2.1
Total charge: +1
ΔE to the lowest compared entry with this formula, charge and spin in eV: 0.000

```
56
Properties=species:S:1:pos:R:3:lowdin_charge:R:1
C 0.06663 -1.56011 -1.50865 -0.39
O 2.04442 0.31412 -1.56112 -0.13
N -0.60704 -0.98926 -0.45636 -0.04
H 5.16329 -2.95236 -0.78142 0.11
H 2.08974 1.88626 -2.82315 0.09
H 0.62218 1.16033 1.83510 0.14
H -2.19403 -0.61412 -1.70740 0.14
H -0.71931 -0.92088 1.60926 0.13
H -2.13387 3.56900 3.12526 0.12
C 4.13346 -2.66131 -0.90700 0.00
C 2.48663 0.87280 -2.79283 -0.04
C 3.81086 -1.33225 -1.16323 -0.19
H 6.41836 -1.30893 -1.89672 0.10
C 6.08364 -0.61442 -1.12161 -0.06
H 6.31106 -1.02529 -0.13419 0.10
H -0.85884 1.45364 -1.49110 0.15
H 3.57482 0.90660 -2.84413 0.09
C 3.14609 -3.62707 -0.81225 -0.06
C -0.86271 3.08175 0.72699 -0.11
H -5.68313 -0.01289 0.93367 0.12
H -2.59576 -0.56786 0.03087 0.12
H -0.38511 3.45912 -0.17972 0.14
C -2.84104 3.40289 2.31054 -0.13
H -4.56476 -1.69091 2.35416 0.11
C -0.02605 -0.63287 0.80850 -0.09
C 1.47533 -1.97249 -1.22773 -0.09
H 0.91338 -1.16798 0.94811 0.14
C 1.81506 -3.29359 -0.96978 -0.02
H 1.04205 -4.04246 -0.90974 0.12
H -1.89587 1.31300 3.79440 0.12
C -1.84524 -0.29917 -0.72080 -0.09
H -2.88435 3.61923 0.15710 0.11
O -0.46318 -1.69956 -2.58467 0.12
N -1.02465 1.61100 0.59605 -0.10
C 0.23555 0.87620 0.85561 -0.07
H -1.97942 4.86683 0.99381 0.13
H 3.42563 -4.65033 -0.61798 0.11
H -2.67711 -1.01744 3.79475 0.11
H -2.51329 1.74988 -0.89609 0.13
C -4.21313 -0.67149 2.34361 -0.07
H 0.96550 1.13329 0.08288 0.13
C -2.18807 3.79663 0.97720 -0.15
H -0.19297 3.27169 1.56887 0.14
H -4.91469 2.31996 0.93763 0.12
C -2.70534 1.01892 3.13980 -0.07
C -4.40224 1.58468 1.54010 -0.03
H -1.71751 1.33415 1.32987 0.12
C -1.58631 1.20708 -0.71439 -0.06
O 4.70907 -0.31894 -1.25252 -0.08
H -3.69300 4.06397 2.47736 0.13
C 2.45729 -0.99112 -1.33231 -0.16
H 2.09279 0.29681 -3.63435 0.11
H 6.59784 0.33722 -1.24303 0.10
C -4.84051 0.27240 1.54369 -0.06
C -3.15099 -0.29489 3.14801 -0.07
C -3.32496 1.97550 2.33270 -0.27
```

---

Record 4
Molecular formula: C22H29N2O4
Method: DFT, the ωB97M-V functional and the def2-TZVPD basis

Properties
Lowest unoccupied orbital energy in eV: -2.2
Total charge: +1
ΔE to the lowest compared entry with this formula, charge and spin in eV: 1.596

```
57
Properties=species:S:1:pos:R:3:lowdin_charge:R:1
O 2.53539 1.15056 1.39511 -0.07
H 3.58866 2.48504 2.59694 0.10
C 1.17310 -2.82175 -1.69520 -0.24
O -0.84107 4.59271 1.25168 -0.09
C 1.67108 5.17670 1.97991 -0.04
C -3.07857 -2.59463 -1.49991 -0.10
H -2.74396 4.62804 0.41672 0.10
H 2.46682 -1.69959 -2.97890 0.12
C 1.65801 -2.64884 0.66144 -0.09
C 0.87627 2.98017 1.35785 -0.11
H -2.19808 6.05392 1.32687 0.10
H -0.97938 -1.46948 0.06648 0.16
C 1.27305 1.62947 1.37075 -0.17
H 0.08748 -3.85026 -0.15934 0.12
H -3.36442 -3.64895 -1.51119 0.13
H 2.67797 5.56012 2.14318 0.10
C -2.06551 -0.17444 1.23734 -0.06
H 0.76140 -4.41439 -3.05410 0.14
H 1.16340 5.06590 2.93954 0.11
C -1.06795 -3.62336 -2.37627 -0.46
H -1.28086 0.64737 -1.10216 0.14
H -0.28344 -1.06001 -2.38360 0.11
H 3.81033 2.70246 0.84115 0.10
H -3.07066 0.25174 1.22512 0.14
C -2.19947 4.96583 1.30367 -0.06
N -1.79416 -2.47957 -2.14575 -0.06
C 0.30489 0.62408 1.33627 0.04
H 3.82879 -0.80096 -1.14072 0.11
C 3.66399 1.97214 1.63694 -0.04
H 3.32962 -1.42275 1.19247 0.11
C -1.44364 2.25574 1.26815 0.02
C 0.36269 -3.42424 -2.81870 -0.04
C 0.88427 -3.15030 -0.37275 -0.05
C 2.72256 -1.80486 0.38853 -0.09
C 2.23080 -1.95938 -1.95711 -0.03
H -2.93677 0.09873 -1.42331 0.15
C -1.91397 -0.23169 -1.23395 -0.06
H -1.75252 -0.74234 -3.32891 0.14
H -3.82884 -2.02419 -2.05320 0.14
H 0.66161 -0.39291 1.37279 0.10
C -2.94273 -2.09168 -0.05165 -0.06
C -1.37290 -1.11434 -2.36855 -0.09
H 1.11490 5.87082 1.34943 0.09
C 3.00105 -1.45667 -0.92181 -0.05
H 1.44306 -2.93773 1.68058 0.11
H 4.50725 1.28260 1.66246 0.10
H -3.89420 -1.68705 0.29693 0.14
C -1.04227 0.92660 1.28775 -0.24
H 0.42062 -2.81443 -3.72103 0.13
H -2.49357 2.49274 1.22578 0.11
H -2.68676 4.58672 2.20643 0.10
H -1.97236 -0.83059 2.10639 0.15
H -2.64461 -2.90420 0.61205 0.15
O 1.85538 3.92387 1.34172 -0.09
O -1.55799 -4.70441 -2.15410 0.10
C -0.50394 3.27941 1.30383 -0.18
N -1.90852 -1.02088 0.01748 -0.08
```

---

Computed values of F_max (unit: eV Å⁻¹) for the preceding records, in sequence: 2.88; 2.73; 0.86; 0.86.
Computed values of electronic energy (unit: hartree) for the preceding records, in sequence: -4343.94323; -2749.57499; -1190.73380; -1265.93889.